1.
This record from the OMol25 dataset describes one molecule with the formula C5H12N2. The level of theory is ωB97M-V/def2-TZVPD.

Cartesian coordinates (Å):
C 1.795 -1.426 0.516
C 0.798 -0.245 0.485
C 0.159 -0.160 -0.886
C -0.896 1.024 -0.871
C -2.885 0.129 -0.023
N -1.876 0.867 0.154
N 1.474 0.951 1.000
H 2.011 -1.918 1.469
H 2.782 -1.141 0.135
H 1.396 -2.225 -0.108
H 0.054 -0.459 1.254
H 0.931 0.070 -1.618
H -0.418 -1.072 -0.996
H -0.224 1.843 -0.603
H -1.331 1.167 -1.868
H -3.045 -0.484 -0.912
H -3.545 0.022 0.834
H 1.885 1.607 0.354
H 0.933 1.452 1.685

Results
Structure (SMILES) ... C=NCC[C@@H](C)N
Multiplicity ... 1
E_HOMO ... -0.3283 Eh
Energy above the lowest of the compared OMol25 structures with the same formula, charge and spin ... 35.06 kcal/mol
Gap between HOMO and LUMO ... 10.0040 eV

2.
This record from the OMol25 dataset describes a 2-piece molecular cluster, C5H12N2 overall. The level of theory is ωB97M-V/def2-TZVPD.

Cartesian coordinates (Å):
C -3.340 0.031 1.853
C -2.249 -0.175 1.132
N -1.616 -1.414 0.896
H -3.851 -0.770 2.362
H -3.802 1.004 1.890
H -1.756 0.655 0.633
H -1.885 -2.073 1.615
H -0.608 -1.357 0.912
C 1.139 0.189 0.885
C 1.233 0.615 -0.417
N 1.992 0.005 -1.317
C 2.274 0.555 -2.632
H 1.836 -0.573 1.222
H 0.413 0.534 1.603
H 0.668 1.457 -0.784
H 2.531 -0.785 -0.971
H 2.440 -0.250 -3.342
H 1.428 1.156 -2.939
H 3.155 1.198 -2.599

Results
Multiplicity ... 2
E_HOMO (spin up / spin down) ... -0.4307 / -0.4269 Eh
Energy above the lowest of the compared OMol25 structures with the same formula, charge and spin ... 47.24 kcal/mol
Charge ... +1
Gap between HOMO and LUMO (spin up / spin down) ... 7.9404 / 4.1758 eV

3.
This record from the OMol25 dataset describes an isolated ion of composition C5H12N2 and charge +2. The level of theory is ωB97M-V/def2-TZVPD.

Cartesian coordinates (Å):
C -1.563 -0.587 -0.649
C -1.016 0.534 0.231
C 0.436 0.485 0.506
C 1.376 0.624 -0.454
C 1.997 -0.114 2.259
N 0.789 -0.109 1.873
N -1.105 -0.364 -2.046
H -2.675 -0.497 -0.728
H -1.176 -1.525 -0.154
H -1.247 1.365 -0.455
H -1.482 0.843 1.154
H 1.164 0.923 -1.452
H 2.474 0.434 -0.376
H 2.768 0.510 1.869
H 2.085 -0.809 3.093
H 0.221 -0.779 2.398
H -1.808 -0.731 -2.726
H -0.204 -0.809 -2.056
H -1.031 0.605 -2.287

Results
Structure (SMILES) ... C=[NH+]C(=C)CC[NH3+]
Multiplicity ... 1
E_HOMO ... -0.6967 Eh
Energy above the lowest of the compared OMol25 structures with the same formula, charge and spin ... 40.29 kcal/mol
Charge ... +2
Gap between HOMO and LUMO ... 9.9819 eV

4.
This record from the OMol25 dataset describes C5H12N2NdO2P as an isolated structure. The level of theory is ωB97M-V/def2-TZVPD.

Cartesian coordinates (Å):
C -2.921 0.284 -0.585
C -1.742 -0.530 0.205
P -0.205 -0.971 -0.833
C -0.409 -0.105 -2.568
N 1.305 -0.283 -0.201
C 1.396 -0.245 1.299
N 2.552 -1.175 1.723
C 1.839 1.320 1.690
O 2.639 1.908 0.759
O 1.376 2.046 2.882
H -3.717 0.686 0.200
H -2.397 1.207 -1.122
H -3.502 -0.405 -1.367
H -1.507 0.055 1.206
H -2.225 -1.562 0.559
H -1.515 -0.112 -2.951
H 0.302 -0.665 -3.331
H 0.030 0.983 -2.395
H 2.085 -0.842 -0.616
H 0.462 -0.621 1.887
H 2.046 -2.079 1.965
H 2.884 -0.811 2.661
Nd 1.224 1.919 -1.068

Results
Multiplicity ... 4
E_HOMO (spin up / spin down) ... -0.6111 / -0.6120 Eh
Charge ... +2
Gap between HOMO and LUMO (spin up / spin down) ... 6.4287 / 6.8799 eV

5.
This record from the OMol25 dataset describes C5H12N2O as an isolated structure. The level of theory is ωB97M-V/def2-TZVPD.

Cartesian coordinates (Å):
C 1.804 -0.598 -0.695
C 0.816 0.007 0.261
N 1.301 1.192 0.921
C -0.048 -0.839 0.998
O 0.201 -2.142 1.099
H -0.618 -2.590 1.373
H 0.618 1.594 1.552
H 1.536 1.905 0.238
H -0.694 -0.394 1.745
H 2.739 -0.867 -0.195
H 1.399 -1.494 -1.165
H 2.044 0.119 -1.489
C -1.488 1.431 -0.318
C -0.932 0.088 -0.705
N -1.725 -0.994 -0.322
H -1.467 -1.802 -0.887
H -0.495 0.096 -1.712
H -1.817 1.441 0.724
H -0.793 2.253 -0.495
H -2.382 1.594 -0.928

Results
Multiplicity ... 1
E_HOMO ... -0.2405 Eh
Energy above the lowest of the compared OMol25 structures with the same formula, charge and spin ... 115.91 kcal/mol
Gap between HOMO and LUMO ... 7.2191 eV

6.
This record from the OMol25 dataset describes one molecule with the formula C5H12N2O. The level of theory is ωB97M-V/def2-TZVPD.

Cartesian coordinates (Å):
C -1.024 -0.943 1.767
N 0.166 -0.399 1.375
C 0.497 1.009 1.590
C 0.811 -0.995 0.105
C 1.108 -0.030 -1.055
N 0.181 0.075 -2.184
C -1.152 0.594 -1.669
O -1.290 -2.118 1.651
H -1.608 -0.245 2.406
H -0.233 1.726 1.175
H 0.293 1.224 2.663
H 1.538 1.133 1.337
H 1.725 -1.354 0.530
H 0.035 -1.752 -0.167
H 1.197 1.014 -0.737
H 2.108 -0.266 -1.454
H -0.015 -0.837 -2.588
H -1.279 0.370 -0.614
H -1.076 1.656 -1.927
H -1.982 0.139 -2.203

Results
Structure (SMILES) ... CNCCN(C)C=O
Multiplicity ... 1
E_HOMO ... -0.3297 Eh
Energy above the lowest of the compared OMol25 structures with the same formula, charge and spin ... 55.56 kcal/mol
Gap between HOMO and LUMO ... 9.8186 eV

7.
This record from the OMol25 dataset describes one molecule with the formula C5H12N2O. The level of theory is ωB97M-V/def2-TZVPD.

Cartesian coordinates (Å):
C 0.216 -0.706 -0.297
C -0.796 1.549 -0.417
C 1.462 -0.222 -1.046
C -0.730 -1.461 -1.229
N -0.490 0.380 0.393
C 0.153 0.732 1.611
N -0.248 -0.068 2.630
O 0.941 1.637 1.746
H 0.537 -1.398 0.492
H -0.937 -0.778 2.478
H 0.147 0.062 3.544
H -1.264 1.227 -1.344
H -1.506 2.160 0.139
H 0.084 2.159 -0.640
H 2.068 0.404 -0.395
H 2.058 -1.074 -1.364
H 1.185 0.353 -1.926
H -0.243 -2.363 -1.589
H -1.001 -0.855 -2.089
H -1.638 -1.738 -0.700

Results
Structure (SMILES) ... CC(C)N(C)C(N)=O
Multiplicity ... 1
E_HOMO ... -0.3285 Eh
Energy above the lowest of the compared OMol25 structures with the same formula, charge and spin ... 11.51 kcal/mol
Gap between HOMO and LUMO ... 9.8639 eV

8.
This record from the OMol25 dataset describes C5H12N2O as an isolated structure. The level of theory is ωB97M-V/def2-TZVPD.

Cartesian coordinates (Å):
C -1.928 0.012 1.022
C -1.711 -0.175 -0.619
C -0.224 -0.143 -0.667
C 0.421 -0.416 0.722
C 0.655 0.824 0.075
H -3.026 0.393 1.340
H -0.843 0.601 1.885
H -1.864 -1.180 1.311
H -2.075 -1.138 -0.976
H -2.058 0.878 -1.108
H 0.913 0.597 -2.081
H -0.154 -0.513 1.666
H 1.280 -2.125 -0.335
H 1.839 -1.912 1.350
H -0.049 2.204 -0.067
H 2.621 0.218 -1.046
H 2.356 2.305 -0.289
N 1.656 -1.295 0.498
N 1.706 1.236 -0.833
O 0.483 -0.370 -1.848

Results
Multiplicity ... 1
E_HOMO ... -0.3128 Eh
Energy above the lowest of the compared OMol25 structures with the same formula, charge and spin ... 307.01 kcal/mol
Gap between HOMO and LUMO ... 8.9346 eV

9.
This record from the OMol25 dataset describes a 2-piece molecular cluster, C5H12N2O overall. The level of theory is ωB97M-V/def2-TZVPD.

Cartesian coordinates (Å):
C -0.153 1.413 1.707
C -0.507 -1.030 1.578
N -0.432 0.246 0.885
H 2.152 0.056 -0.556
H 0.238 -1.062 2.379
H -1.046 1.645 2.295
H 0.104 2.282 1.096
H 0.685 1.200 2.376
H -1.509 -1.143 2.000
H -0.303 -1.854 0.890
C -1.485 -0.729 -1.144
C -0.964 0.466 -0.381
C 2.284 -0.355 -1.570
N 2.274 0.395 -2.614
O -0.992 1.583 -0.898
H 2.113 1.373 -2.337
H 2.419 -1.443 -1.664
H -1.982 -1.451 -0.494
H -2.232 -0.386 -1.867
H -0.663 -1.208 -1.681

Results
Structure (SMILES) ... CC(=O)N(C)C.C=N
Multiplicity ... 1
E_HOMO ... -0.3420 Eh
Energy above the lowest of the compared OMol25 structures with the same formula, charge and spin ... 42.90 kcal/mol
Gap between HOMO and LUMO ... 9.9974 eV

10.
This record from the OMol25 dataset describes a 2-piece molecular cluster, C5H12N2O overall. The level of theory is ωB97M-V/def2-TZVPD.

Cartesian coordinates (Å):
O 0.530 1.837 -1.930
C 1.560 1.665 -1.271
C 1.645 1.028 -0.005
C 0.448 0.719 0.785
C -0.551 -0.221 0.204
C -0.065 -1.370 -0.727
N -0.235 -1.088 -2.168
N -1.550 -0.642 2.589
H 2.488 1.993 -1.783
H 2.647 1.165 0.407
H 0.682 0.378 1.801
H 0.051 1.737 0.997
H -1.085 -0.758 1.100
H -1.356 0.391 -0.235
H 0.983 -1.529 -0.471
H -0.607 -2.282 -0.490
H -0.309 -0.079 -2.279
H -1.152 -1.449 -2.413
H -1.612 -1.137 3.484
H -2.514 -0.358 2.405

Results
Multiplicity ... 1
E_HOMO ... -0.2762 Eh
Energy above the lowest of the compared OMol25 structures with the same formula, charge and spin ... 192.48 kcal/mol
Gap between HOMO and LUMO ... 3.9334 eV

11.
This record from the OMol25 dataset describes C5H12N2O as an isolated structure. The level of theory is ωB97M-V/def2-TZVPD.

Cartesian coordinates (Å):
C -0.361 0.172 -1.295
N -1.056 1.275 -0.564
C -1.993 0.731 0.344
O -2.451 -0.391 0.463
C 1.060 0.041 -0.788
C 1.026 -0.353 0.647
C 2.394 -0.518 1.303
N 2.121 0.523 -1.369
H -1.006 -0.715 -1.304
H -0.292 0.536 -2.331
H -2.134 1.303 -0.916
H -2.359 1.440 1.093
H 0.975 0.798 0.378
H -3.377 -5.479 4.582
H 0.129 -0.859 0.978
H 3.022 -0.070 0.520
H 2.776 -1.530 1.414
H 2.528 0.061 2.215
H -3.811 -5.574 4.014
H 2.112 0.335 -2.368

Results
Multiplicity ... 1
E_HOMO ... -0.3188 Eh
Energy above the lowest of the compared OMol25 structures with the same formula, charge and spin ... 154.52 kcal/mol
Gap between HOMO and LUMO ... 9.3413 eV

12.
This record from the OMol25 dataset describes one molecule with the formula C5H12N2O. The level of theory is ωB97M-V/def2-TZVPD.

Cartesian coordinates (Å):
N -1.583 -1.783 0.603
C -1.366 -0.357 0.313
C -1.938 -0.303 -1.123
C 0.137 -0.107 0.119
N 0.655 0.991 1.067
C 2.145 0.940 0.827
C 2.368 0.968 -0.636
O 3.496 0.907 -1.122
H -1.022 -2.361 1.147
H -2.502 -1.762 0.816
H -1.849 0.251 1.123
H -2.838 -0.775 -1.424
H -1.403 -1.034 -1.613
H -1.812 0.607 -1.616
H 0.094 0.192 -0.915
H 0.649 -1.077 0.245
H 0.217 1.882 0.706
H 2.696 1.625 1.442
H 2.447 0.018 1.214
H 1.408 1.180 -1.172

Results
Structure (SMILES) ... C[C@@H](N)CNCC=O
Multiplicity ... 1
E_HOMO ... -0.3379 Eh
Energy above the lowest of the compared OMol25 structures with the same formula, charge and spin ... 95.76 kcal/mol
Gap between HOMO and LUMO ... 9.9438 eV